[1]
Below is a gas-phase ion, C4H8NO2P2 (charge -1) in a non-equilibrium geometry, with properties calculated with ωB97M-V with the def2-TZVPD basis set.

Geometry (Å):
C 1.420 1.258 -0.154
C 0.751 0.405 0.600
C 0.555 -0.902 0.049
N -0.867 -1.062 -0.944
P -2.289 -0.978 0.040
P -0.912 -0.169 -2.429
C 0.257 0.996 2.012
O -0.966 1.157 2.048
O 1.149 1.296 2.791
H 1.828 0.842 -1.084
H 1.602 2.291 0.185
H 0.039 -1.616 0.777
H 1.217 -1.306 -0.691
H -1.897 0.006 0.943
H -2.012 -2.171 0.634
H 0.166 -0.823 -2.999
H -0.039 0.779 -1.777

The LUMO energy is 3.8 eV. The spin multiplicity is 1. For the molar mass, the calculation gives 164.1 g mol⁻¹. Its charge is -1. The energy above the lowest of the compared OMol25 structures with the same formula, charge and spin is 139.22 kJ/mol. The gap between HOMO and LUMO comes out at 8.18 eV. The SMILES is C=C(CN(P)P)C(=O)[O-].

---

[2]
Below is 12 unconnected molecules or ions with the total composition C44H119F3N10O13 in a non-equilibrium geometry, with properties calculated with ωB97M-V with the def2-TZVPD basis set.

Geometry (Å):
O 2.940 2.868 -2.923
H 3.618 2.310 -2.468
H 2.141 2.881 -2.315
H 2.646 2.412 -3.735
C 0.381 1.393 -0.648
O 1.122 0.224 -1.068
O 0.801 2.456 -1.364
C -1.078 1.073 -0.914
F -1.576 -0.017 -0.284
F -1.920 2.060 -0.514
F -1.270 0.886 -2.227
C 1.330 -0.844 -0.155
C 1.872 -2.004 -0.999
H 1.089 -2.717 -1.258
H 2.388 -1.736 -1.921
H 2.587 -2.599 -0.425
H 0.427 -1.174 0.362
H 2.067 -0.576 0.610
H 0.592 1.525 0.423
C -2.037 -5.754 2.928
C -0.993 -4.704 2.672
C -0.482 -4.924 1.230
O 0.917 -4.714 0.983
C 1.706 -5.649 1.739
N -1.726 -3.407 2.743
H -2.784 -5.899 2.139
H -2.515 -5.728 3.905
H -1.632 -6.765 2.787
H -0.183 -4.871 3.380
H -1.012 -4.261 0.545
H -0.732 -5.921 0.850
H 2.462 -5.093 2.297
H 2.247 -6.266 1.020
H 1.157 -6.284 2.434
H -2.520 -3.497 2.117
H -1.184 -2.666 2.305
C 2.078 -2.258 7.906
C 2.504 -2.255 6.419
C 1.724 -1.113 5.657
O 2.172 -1.050 4.299
C 1.930 -2.154 3.455
N 3.932 -1.936 6.296
H 2.657 -3.047 8.384
H 1.028 -2.546 8.000
H 2.143 -1.265 8.350
H 2.185 -3.207 5.997
H 2.016 -0.121 6.001
H 0.660 -1.278 5.854
H 2.565 -1.905 2.602
H 0.905 -2.232 3.085
H 2.298 -3.088 3.883
H 3.943 -1.554 5.351
H 4.204 -1.132 6.852
C -2.753 2.954 -4.310
C -1.375 3.637 -4.591
C -1.123 4.760 -3.599
O 0.124 5.355 -3.830
C 0.670 6.007 -2.708
N -0.328 2.636 -4.423
H -3.004 2.168 -5.015
H -3.583 3.637 -4.117
H -2.621 2.565 -3.297
H -1.351 4.032 -5.609
H -1.174 4.357 -2.578
H -1.916 5.522 -3.588
H -0.116 6.538 -2.165
H 1.379 6.781 -3.007
H 1.229 5.353 -2.032
H 0.502 3.213 -4.266
H -0.379 2.336 -3.447
C 4.047 1.871 0.291
C 4.764 0.728 -0.388
C 4.773 -0.562 0.458
O 5.492 -1.543 -0.317
C 5.433 -2.831 0.208
N 4.088 0.489 -1.689
H 4.267 2.839 -0.162
H 4.433 1.975 1.312
H 2.971 1.741 0.416
H 5.788 1.042 -0.592
H 3.744 -0.818 0.729
H 5.312 -0.504 1.408
H 5.765 -2.815 1.254
H 5.937 -3.479 -0.507
H 4.398 -3.198 0.280
H 4.443 -0.432 -1.953
H 3.111 0.241 -1.506
C -1.716 6.682 1.515
C -0.563 6.187 0.663
C 0.773 6.067 1.449
O 1.351 7.272 1.822
C 2.579 7.130 2.563
N -0.999 4.927 0.030
H -1.337 7.633 1.901
H -1.858 6.065 2.409
H -2.677 6.744 1.014
H -0.358 7.013 -0.025
H 1.500 5.545 0.807
H 0.597 5.357 2.263
H 2.818 8.119 2.943
H 3.410 6.766 1.955
H 2.415 6.396 3.353
H -0.356 4.559 -0.668
H -0.893 4.284 0.816
C -5.029 0.977 1.156
C -5.249 2.416 0.780
C -5.183 2.723 -0.734
O -5.486 4.103 -1.000
C -4.401 4.951 -0.641
N -6.435 2.953 1.431
H -4.890 0.885 2.236
H -4.091 0.643 0.708
H -5.830 0.257 0.969
H -4.418 2.960 1.240
H -5.915 2.133 -1.290
H -4.202 2.444 -1.125
H -3.631 4.941 -1.417
H -3.851 4.754 0.282
H -4.917 5.907 -0.540
H -6.751 3.862 1.130
H -7.189 2.289 1.297
C 6.500 -3.929 -3.902
C 5.335 -3.082 -4.370
C 4.191 -2.931 -3.334
O 3.636 -4.247 -3.124
C 2.540 -4.552 -3.933
N 5.782 -1.885 -5.019
H 7.053 -3.420 -3.104
H 7.156 -4.140 -4.746
H 6.165 -4.875 -3.473
H 4.954 -3.706 -5.189
H 3.397 -2.265 -3.674
H 4.625 -2.750 -2.351
H 2.103 -5.534 -3.743
H 2.783 -4.564 -5.001
H 1.765 -3.817 -3.679
H 6.112 -2.162 -5.938
H 6.664 -1.576 -4.612
C -0.918 -1.573 -6.500
C -1.060 -2.139 -5.081
C -0.672 -3.610 -4.938
O -1.459 -4.409 -5.800
C -1.115 -5.769 -5.702
N -0.345 -1.268 -4.210
H -1.493 -2.075 -7.280
H 0.114 -1.666 -6.858
H -1.137 -0.508 -6.597
H -2.150 -2.147 -4.906
H -0.720 -3.912 -3.887
H 0.385 -3.611 -5.236
H -1.450 -6.112 -4.712
H -0.083 -6.033 -5.928
H -1.808 -6.379 -6.287
H -0.600 -0.324 -4.485
H -0.619 -1.309 -3.234
C -0.073 4.650 4.940
C 0.737 3.376 4.689
C -0.064 2.097 4.365
O -0.496 2.126 3.017
C -1.895 2.409 2.888
N 1.742 3.569 3.635
H -0.398 5.094 3.996
H 0.526 5.341 5.526
H -1.053 4.424 5.367
H 1.193 3.229 5.673
H -0.748 1.899 5.197
H 0.638 1.259 4.404
H -2.268 2.629 1.889
H -2.177 3.263 3.508
H -2.361 1.478 3.223
H 1.223 3.557 2.763
H 2.287 2.712 3.589
C -5.541 -4.538 1.617
C -5.818 -3.022 1.416
C -6.086 -2.670 -0.057
O -5.044 -3.037 -0.942
C -3.827 -2.328 -0.756
N -6.909 -2.691 2.337
H -5.370 -4.707 2.685
H -4.628 -4.887 1.132
H -6.418 -5.153 1.406
H -4.899 -2.579 1.808
H -6.260 -1.596 -0.172
H -7.007 -3.175 -0.351
H -3.385 -2.430 -1.747
H -3.222 -2.887 -0.035
H -3.936 -1.290 -0.439
H -7.510 -3.511 2.391
H -6.534 -2.752 3.280

The LUMO energy is 0.3 eV. The spin multiplicity is 1. For the molar mass, the calculation gives 1053.5 g mol⁻¹. Its charge is 0. The energy above the lowest of the compared OMol25 structures with the same formula, charge and spin is 155.44 kJ/mol. The gap between HOMO and LUMO comes out at 8.92 eV.

---

[3]
Below is 6 unconnected molecules or ions with the total composition C40H80F8N8O7P2 in a non-equilibrium geometry, with properties calculated with ωB97M-V with the def2-TZVPD basis set.

Geometry (Å):
C 3.995 3.252 3.548
C 2.916 2.443 4.380
P 1.175 3.122 4.291
C 0.740 4.185 5.771
C 0.058 3.215 6.853
C 0.817 3.963 2.680
C 0.348 5.327 2.644
C 0.039 5.919 1.312
C -0.517 7.383 1.273
C -2.128 7.279 1.326
O -2.505 5.911 1.554
C -3.495 5.441 0.654
C -3.802 3.955 1.132
F -4.022 3.101 0.067
F -2.640 3.511 1.750
C -5.060 3.885 2.082
F -6.129 3.506 1.282
F -5.399 5.104 2.629
C -4.965 2.855 3.263
F -4.647 1.585 2.883
F -6.254 2.784 3.837
C -4.004 3.348 4.451
F -4.699 3.534 5.621
F -3.088 2.333 4.687
C 0.218 5.155 0.103
P -0.212 5.886 -1.569
O 0.864 5.649 -2.600
C 0.735 3.744 0.118
N 0.860 3.116 -1.107
C 1.299 1.862 -0.915
N 1.454 1.050 -2.115
C 1.647 1.231 0.392
C 2.188 -0.239 0.457
N 1.513 1.884 1.564
C 1.025 3.170 1.421
H 4.038 4.290 3.956
H 4.973 2.718 3.609
H 3.630 3.303 2.492
H 2.902 1.364 4.065
H 3.260 2.425 5.455
H -0.042 4.957 5.528
H 1.607 4.682 6.272
H 0.899 2.839 7.496
H -0.346 2.309 6.327
H -0.714 3.739 7.463
H 0.170 5.942 3.549
H -0.216 7.900 0.334
H -0.136 7.948 2.155
H -2.610 7.712 0.413
H -2.462 7.840 2.245
H -4.415 6.079 0.653
H -3.138 5.393 -0.414
H -3.483 4.307 4.214
H -0.383 7.303 -1.483
H -1.480 5.382 -2.029
H 2.454 0.911 -2.315
H 1.002 0.142 -1.952
H 3.209 -0.234 0.007
H 2.162 -0.544 1.531
H 1.456 -0.881 -0.090
C 5.705 -0.106 -2.344
O 4.636 0.105 -3.251
C 5.037 0.531 -4.547
C 5.532 -0.599 -5.467
C 6.937 -1.093 -5.135
N 4.611 -1.743 -5.461
H 6.521 0.606 -2.497
H 6.072 -1.131 -2.420
H 5.317 0.027 -1.332
H 4.142 0.966 -5.000
H 5.772 1.343 -4.475
H 5.565 -0.196 -6.485
H 6.955 -1.752 -4.266
H 7.343 -1.665 -5.971
H 7.614 -0.257 -4.944
H 3.699 -1.431 -5.788
H 4.445 -1.993 -4.487
C 8.857 -4.716 -7.458
O 7.685 -4.288 -6.788
C 6.480 -4.856 -7.282
C 6.188 -6.280 -6.776
C 7.035 -7.358 -7.446
N 6.356 -6.381 -5.321
H 8.685 -4.879 -8.525
H 9.253 -5.621 -6.992
H 9.612 -3.935 -7.344
H 5.681 -4.201 -6.922
H 6.451 -4.805 -8.378
H 5.142 -6.499 -7.012
H 8.053 -7.395 -7.056
H 6.597 -8.343 -7.276
H 7.088 -7.201 -8.526
H 5.710 -5.736 -4.872
H 7.273 -6.000 -5.094
C -3.455 -2.856 -4.003
O -2.392 -3.535 -3.359
C -1.158 -3.499 -4.058
C -0.360 -2.193 -3.889
C -0.917 -1.025 -4.698
N -0.268 -1.792 -2.480
H -3.400 -2.946 -5.092
H -3.471 -1.806 -3.707
H -4.392 -3.305 -3.667
H -0.561 -4.314 -3.637
H -1.309 -3.742 -5.118
H 0.655 -2.384 -4.254
H -1.801 -0.581 -4.239
H -0.171 -0.231 -4.777
H -1.178 -1.338 -5.712
H 0.203 -2.529 -1.960
H -1.213 -1.797 -2.098
C -8.429 -1.085 6.721
O -7.395 -1.761 7.416
C -6.186 -1.904 6.686
C -5.291 -0.650 6.677
C -5.788 0.453 5.747
N -5.124 -0.097 8.026
H -8.417 -1.307 5.650
H -8.358 -0.009 6.888
H -9.383 -1.418 7.133
H -5.636 -2.706 7.187
H -6.391 -2.259 5.668
H -4.306 -0.959 6.314
H -6.622 1.016 6.168
H -4.994 1.171 5.559
H -6.104 0.044 4.784
H -4.691 -0.802 8.618
H -6.055 0.015 8.425
C -3.967 -2.977 2.791
O -2.728 -3.657 2.708
C -2.768 -4.866 1.968
C -2.718 -4.675 0.443
C -4.033 -4.192 -0.160
N -1.650 -3.751 0.052
H -4.812 -3.670 2.849
H -4.086 -2.299 1.944
H -3.955 -2.371 3.696
H -1.875 -5.423 2.268
H -3.628 -5.477 2.268
H -2.500 -5.652 0.001
H -4.201 -3.126 0.000
H -4.033 -4.353 -1.240
H -4.882 -4.739 0.258
H -0.757 -4.130 0.362
H -1.758 -2.905 0.611

The LUMO energy is -0.3 eV. The spin multiplicity is 1. For the molar mass, the calculation gives 999.1 g mol⁻¹. Its charge is 0. The energy above the lowest of the compared OMol25 structures with the same formula, charge and spin is 55.90 kJ/mol. The gap between HOMO and LUMO comes out at 6.91 eV. The SMILES is CCP(CC)c1cc(CCOCC(F)(F)C(F)(F)C(F)(F)C(F)F)c([PH2]=O)c2nc(N)c(C)nc12.COC[C@@H](C)N.COC[C@@H](C)N.COC[C@@H](C)N.COC[C@@H](C)N.COC[C@@H](C)N.

---

[4]
Below is C4H5NO in the gas phase, with properties calculated with ωB97M-V with the def2-TZVPD basis set.

Geometry (Å):
C -1.508 0.094 0.199
C -0.027 -0.074 0.028
C 0.856 0.949 -0.441
N 2.098 0.559 -0.502
O 2.094 -0.742 -0.076
C 0.835 -1.103 0.234
H -2.025 -0.798 0.561
H -1.720 0.901 0.907
H -1.969 0.373 -0.753
H 0.616 1.964 -0.736
H 0.750 -2.123 0.581

The LUMO energy is 0.9 eV. The spin multiplicity is 1. For the molar mass, the calculation gives 83.1 g mol⁻¹. Its charge is 0. The energy above the lowest of the compared OMol25 structures with the same formula, charge and spin is 142.76 kJ/mol. The gap between HOMO and LUMO comes out at 10.62 eV. The SMILES is Cc1cnoc1.

---

[5]
Below is 5 unconnected molecules or ions with the total composition C30H33BrF3NO4P in a non-equilibrium geometry, with properties calculated with ωB97M-V with the def2-TZVPD basis set.

Geometry (Å):
O -6.090 -0.722 2.870
C -5.481 -0.429 1.842
O -4.579 -1.050 1.247
C -5.830 0.939 1.193
N -5.296 2.063 2.013
C -3.829 1.907 2.047
C -3.040 2.984 2.792
O -1.869 3.380 2.065
C -0.841 2.437 2.041
C -0.644 1.830 0.641
F -1.308 2.494 -0.312
F -1.034 0.547 0.584
F 0.669 1.846 0.290
P -5.990 3.484 1.368
O -4.745 4.226 0.608
Br -6.078 4.842 3.223
H -6.914 1.026 1.097
H -5.399 0.947 0.183
H -3.444 1.800 1.024
H -3.635 0.943 2.519
H -3.601 3.895 2.946
H -2.736 2.616 3.776
H -1.017 1.604 2.724
H 0.095 2.934 2.303
H -4.138 3.594 0.198
C 3.478 0.129 -0.479
C 4.550 0.861 0.012
C 5.836 0.342 -0.049
C 6.051 -0.911 -0.607
C 4.980 -1.643 -1.101
C 3.694 -1.124 -1.035
H 2.478 0.532 -0.430
H 4.384 1.839 0.444
H 6.669 0.914 0.340
H 7.054 -1.316 -0.657
H 5.148 -2.620 -1.537
H 2.859 -1.695 -1.417
C -3.785 -2.571 -2.437
C -3.842 -3.426 -3.530
C -4.277 -4.734 -3.366
C -4.655 -5.182 -2.108
C -4.594 -4.323 -1.017
C -4.161 -3.013 -1.174
H -3.443 -1.551 -2.564
H -3.546 -3.074 -4.510
H -4.317 -5.404 -4.217
H -4.991 -6.204 -1.976
H -4.887 -4.674 -0.035
H -4.118 -2.345 -0.320
C 6.190 4.360 -0.023
C 5.231 4.623 0.945
C 5.513 5.499 1.984
C 6.754 6.117 2.052
C 7.713 5.855 1.083
C 7.432 4.976 0.047
H 5.970 3.674 -0.831
H 4.260 4.147 0.890
H 4.765 5.700 2.740
H 6.973 6.802 2.860
H 8.680 6.338 1.136
H 8.181 4.770 -0.707
C 1.102 -4.176 -1.212
C 1.565 -5.264 -1.940
C 0.675 -6.241 -2.367
C -0.676 -6.125 -2.068
C -1.140 -5.037 -1.343
C -0.249 -4.063 -0.914
H 1.795 -3.416 -0.876
H 2.618 -5.351 -2.174
H 1.035 -7.091 -2.932
H -1.373 -6.883 -2.404
H -2.192 -4.944 -1.112
H -0.614 -3.215 -0.347

The LUMO energy is 2.1 eV. The spin multiplicity is 1. For the molar mass, the calculation gives 639.5 g mol⁻¹. Its charge is -1. The gap between HOMO and LUMO comes out at 7.26 eV.

---

[6]
Below is 2 unconnected molecules or ions with the total composition CH2N2OS in a non-equilibrium geometry, with properties calculated with ωB97M-V with the def2-TZVPD basis set.

Geometry (Å):
C 0.826 -0.039 -0.207
N -0.855 -1.647 -0.347
N 0.117 0.878 0.405
O -1.795 -1.044 0.067
S 2.273 -0.516 -0.693
H -0.859 0.494 0.305
H 0.294 1.873 0.469

The LUMO energy (spin up / spin down) is -0.4 / -0.4 eV. The spin multiplicity is 1. For the molar mass, the calculation gives 90.1 g mol⁻¹. Its charge is 0. The energy above the lowest of the compared OMol25 structures with the same formula, charge and spin is 219.29 kJ/mol. The gap between HOMO and LUMO (spin up / spin down) comes out at 7.10 / 7.10 eV.

---

[7]
Below is a gas-phase ion, C11H17O3S (charge -1) in a non-equilibrium geometry, with properties calculated with ωB97M-V with the def2-TZVPD basis set.

Geometry (Å):
C 0.949 1.059 0.228
C -0.300 -0.697 -1.860
C 1.505 0.561 -0.905
C 0.774 0.063 -2.104
C -0.454 1.184 0.622
C -1.059 -0.207 0.855
C 2.961 0.516 -1.031
C 1.379 0.232 -3.481
C -0.611 2.089 1.827
C -0.867 -2.596 1.444
C -0.394 -1.231 1.721
O -3.522 -1.265 0.404
O -3.010 -0.210 2.491
O -3.237 1.253 0.597
S -2.840 -0.124 1.024
H 1.448 1.454 1.038
H -1.105 -1.161 -2.388
H -1.151 1.618 -0.180
H 3.412 1.005 -1.983
H 3.126 -0.637 -1.367
H 3.444 0.602 -0.084
H 2.296 -0.448 -3.590
H 1.857 1.246 -3.672
H 0.583 -0.090 -4.140
H -0.345 1.507 2.690
H -1.668 2.412 1.807
H 0.080 2.942 1.583
H -0.278 -3.298 0.773
H -1.837 -2.524 1.010
H -1.084 -3.116 2.393
H 0.722 -1.230 1.585
H -0.774 -0.908 2.694

The LUMO energy (spin up / spin down) is 3.0 / 2.4 eV. The spin multiplicity is 3. For the molar mass, the calculation gives 229.3 g mol⁻¹. Its charge is -1. The gap between HOMO and LUMO (spin up / spin down) comes out at 6.58 / 7.21 eV.